No. 1
61
Properties=species:S:1:pos:R:3 method="wB97M-V/def2-TZVPD" homo_ha=-0.4993 mol_weight_g_mol=352.48 total_charge=+1 spin_multiplicity=1
Li -1.9157 -0.8867 0.6468
C 4.6698 0.6120 -0.7565
C 4.3362 2.0938 -0.8232
C 2.8913 2.4336 -1.2207
C 1.8863 1.6496 -0.4469
N 1.1080 1.0196 0.1709
H 5.7522 0.4973 -0.6971
H 4.4216 0.0966 -1.6843
H 4.1375 0.0724 0.0269
H 4.9709 2.6910 -1.4780
H 4.5187 2.3604 0.2178
H 2.7889 2.3358 -2.3015
H 2.6122 3.4628 -0.9949
C 2.1341 2.4527 4.9639
C 0.8269 2.7542 5.7928
C 0.1315 1.5328 6.2524
C -0.5800 0.8026 5.1049
N -1.1049 0.2511 4.2196
H 2.6079 3.3939 4.6852
H 2.0817 1.7721 4.1141
H 2.8102 1.9759 5.6737
H 0.1647 3.3645 5.1787
H 1.1257 3.3750 6.6373
H -0.5985 1.7229 7.0392
H 0.8100 0.8382 6.7477
C -2.6568 -4.5303 -5.1385
C -3.7354 -4.7307 -4.0909
C -4.3832 -3.4796 -3.5718
C -3.3388 -2.4658 -3.1949
N -2.5469 -1.6311 -2.8557
H -1.6988 -4.0613 -4.9144
H -3.0386 -3.9615 -5.9863
H -2.3753 -5.4834 -5.5863
H -3.4388 -5.2729 -3.1931
H -4.5894 -5.3240 -4.4177
H -5.0810 -3.6633 -2.7549
H -4.9956 -2.9986 -4.3346
C -2.2975 5.4417 2.0298
C -2.3637 5.3044 0.5163
C -3.7057 4.6063 0.1212
C -3.7143 3.1675 0.4465
N -3.6851 1.9939 0.6436
H -3.1560 5.9815 2.4294
H -1.4490 6.0459 2.3509
H -2.3406 4.4458 2.4710
H -1.5439 4.7201 0.0983
H -2.2909 6.2848 0.0456
H -3.9157 4.8760 -0.9138
H -4.5380 5.1133 0.6093
C 1.9424 -4.2083 -2.9547
C 2.7531 -4.3459 -1.6068
C 2.0777 -4.9872 -0.4433
C 0.9425 -4.1710 -0.0153
N 0.0802 -3.4871 0.2677
H 2.6788 -4.1886 -3.7581
H 1.2721 -3.3505 -3.0081
H 1.2931 -5.0641 -3.1397
H 3.0780 -3.3627 -1.2664
H 3.7313 -4.7997 -1.7655
H 2.6945 -5.0804 0.4506
H 1.7484 -6.0078 -0.6381


No. 2
51
Properties=species:S:1:pos:R:3 method="wB97M-V/def2-TZVPD" homo_ha=-0.2689 mol_weight_g_mol=438.44 total_charge=0 spin_multiplicity=1
O 7.3492 2.2089 0.8056
C 7.0243 1.1500 0.3376
O 7.2044 0.1055 0.9707
H 6.6631 -0.7500 0.5006
C 6.1109 0.8189 -1.1231
O 5.2322 -0.2535 -0.9179
C 4.0019 -0.2577 -0.1210
C 3.2217 -1.1868 -0.6377
C 1.9584 -1.2534 0.0301
C 1.6853 -0.3211 1.0146
C 2.4396 0.9859 1.2649
C 3.6153 0.9713 0.4929
H 4.3908 1.5302 0.6878
H 2.2431 1.6482 1.9838
H 0.7026 -0.3609 1.4298
C 1.0692 -2.4421 -0.0099
C -0.1982 -2.7267 -0.1558
N -0.5434 -3.9373 -0.3785
C 0.7486 -4.3479 -0.5998
O 1.6549 -3.5857 -0.2429
H 0.7797 -5.4986 -0.8138
C -1.3872 -1.4757 0.0127
N -2.5462 -1.6567 0.0823
C -3.1851 -0.4863 0.1793
C -2.1322 0.5759 -0.4507
C -2.0243 1.8649 -0.4097
C -3.2089 2.3426 -0.8940
C -3.1279 4.0576 -1.1038
C -2.0868 4.5614 -0.6626
C -0.8587 3.8811 -0.2355
C -0.9267 2.6627 -0.1733
H -0.1010 1.9940 0.1099
H 0.0460 4.5012 -0.0637
H -1.9940 5.5401 -0.9355
H -4.0628 4.3522 -1.4488
H -4.0732 2.1834 -1.1067
O -0.9233 -0.2613 -0.4620
C -4.5526 -0.3748 0.5117
C -5.4296 -1.3542 -0.1773
C -6.8864 -1.1702 0.1301
C -7.2037 -0.2821 0.8738
C -6.5687 0.8559 1.4142
C -5.1674 0.6489 0.9771
H -4.4528 1.3128 1.3515
H -6.9301 1.6893 1.6485
H -8.1903 -0.1911 0.8789
H -7.3507 -2.1859 -0.2716
H -4.8629 -2.3954 -0.6722
H 3.5778 -1.8863 -1.3075
H 5.3765 1.9680 -1.1294
H 6.8388 0.9042 -1.8258


No. 3
42
Properties=species:S:1:pos:R:3 method="wB97M-V/def2-TZVPD" homo_ha=-0.3370 mol_weight_g_mol=238.32 total_charge=0 spin_multiplicity=1 smiles="CC(C)=O.CC(C)=O.CC(C)=O.CO.CO" relative_energy_kcal_mol=0.00
C -2.7205 3.3834 2.8073
C -1.4680 2.7743 2.2417
C -0.1794 3.3102 2.7871
O -1.5112 1.9313 1.3812
H -2.6753 3.5269 3.8866
H -3.5897 2.7721 2.5732
H -2.8676 4.3614 2.3384
H 0.6775 2.8005 2.3595
H -0.1763 3.2380 3.8751
H -0.1109 4.3738 2.5365
C 2.6356 -1.9883 -3.3054
C 2.6143 -2.2668 -1.8224
C 3.8141 -1.8169 -1.0273
O 1.6919 -2.8336 -1.2906
H 3.5905 -2.3058 -3.7359
H 2.5118 -0.9242 -3.5071
H 1.8524 -2.5630 -3.7957
H 3.8150 -2.2820 -0.0423
H 3.7630 -0.7369 -0.8629
H 4.7593 -2.0378 -1.5207
C -2.6386 -0.8768 -0.3427
C -2.1651 -1.7045 0.8172
C -2.5583 -3.1670 0.7897
O -1.5233 -1.2488 1.7316
H -3.7243 -0.7730 -0.3187
H -2.3870 -1.3763 -1.2837
H -2.1768 0.1086 -0.3760
H -2.0430 -3.6743 1.6018
H -2.2607 -3.5931 -0.1682
H -3.6343 -3.2755 0.9268
C -0.2641 1.2662 -2.7946
O 0.9577 0.6227 -2.5187
H -0.2062 1.6683 -3.8056
H -1.1149 0.5737 -2.7472
H -0.4754 2.0959 -2.1091
H 0.9708 0.3790 -1.5794
C 1.7994 0.0376 1.1963
O 0.8129 -0.0384 0.2022
H 2.1341 -0.9537 1.5048
H 2.6576 0.5732 0.7771
H 1.4881 0.6497 2.0461
H -0.0753 -0.0098 0.5740


No. 4
19
Properties=species:S:1:pos:R:3 method="wB97M-V/def2-TZVPD" homo_ha=-0.0892 mol_weight_g_mol=122.21 total_charge=-1 spin_multiplicity=1 relative_energy_kcal_mol=14.88
C 1.2690 1.9980 0.8432
N 0.7610 1.0282 -0.1591
C -0.3678 0.2045 0.3430
C -0.3156 -1.1959 -0.2692
S -1.6837 -2.2196 0.3840
C -1.6892 0.9153 0.0406
H 1.1578 1.4972 1.7924
H 2.3355 2.1701 0.6900
H 0.7304 2.9442 0.7782
H 0.4333 1.5668 -0.9509
H -0.3248 0.1327 1.4081
H -0.3525 -1.0826 -1.3619
H 0.7133 -1.5539 -0.1224
H -1.6179 1.9435 0.4114
H -2.5401 0.3843 0.4614
H -1.9190 0.8883 -1.0327
H 3.8474 -0.1088 -1.3915
H 2.5004 0.3468 -0.8103
O 3.1945 0.5999 -1.4662


No. 5
33
Properties=species:S:1:pos:R:3 method="wB97M-V/def2-TZVPD" homo_ha="-0.4330 / -0.4438" mol_weight_g_mol=519.24 total_charge=+1 spin_multiplicity=5
Ru 1.0309 0.5131 -1.3984
I 3.6525 0.2090 -1.5173
C 3.7075 -0.4474 0.4769
C 4.8910 -0.7915 1.0582
C 4.8870 -1.1874 2.4089
C 3.7155 -1.1889 3.1138
C 2.4939 -0.8125 2.5075
C 1.2928 -0.7636 3.2591
C 0.1288 -0.3522 2.6748
C 0.1045 -0.0237 1.3067
C 1.2310 -0.0897 0.5039
C 2.4670 -0.4530 1.1385
H 5.8207 -0.7596 0.5059
H 5.8169 -1.4716 2.8808
H 3.7064 -1.4708 4.1588
H 1.3227 -1.0353 4.3065
H -0.7837 -0.2831 3.2509
H -0.8417 0.3078 0.9033
O -7.0346 -0.3180 -1.9704
C -6.7823 0.7044 -2.4528
O -6.5376 1.7312 -2.9302
C -3.7001 0.1733 -2.1320
C -3.1609 -0.9110 -1.4961
C -1.8039 -0.8227 -1.2182
N -1.0840 0.2508 -1.5676
C -1.6659 1.2775 -2.2119
C -3.0174 1.2941 -2.5142
C -0.7496 2.4198 -2.6157
O -1.1729 3.4294 -3.0886
O 0.5250 2.1220 -2.4101
H -3.7310 -1.7849 -1.2125
H -1.2802 -1.6152 -0.7000
H -3.4484 2.1496 -3.0183